Here is C19H64B2NO36 as an isolated structure at a distorted geometry from OMol25. Energies are from ωB97M-V/def2-TZVPD.

Values from the calculation:
HOMO level = -7.49 eV
Charge = -1
Gap between HOMO and LUMO = 8.59 eV
Molecular weight = 904.32 g/mol
E_LUMO = 0.040 hartree

Structure (XYZ):
```
122
Properties=species:S:1:pos:R:3:forces:R:3
O -1.921 -0.142 -2.021 6.0 6.4 -2.3
O -0.414 -1.174 4.870 -6.7 0.2 0.9
O -3.903 -1.186 -7.768 0.7 -2.2 1.3
O 5.279 -1.969 -4.188 3.0 0.0 -1.8
O 1.374 -0.202 -4.418 -3.5 -1.8 -2.1
O 4.769 -4.839 0.844 -4.0 -0.2 0.2
O -3.194 2.276 5.402 -1.5 1.1 2.6
O -2.031 -1.781 -6.835 4.6 -1.9 0.4
O -2.454 -2.799 3.765 -2.5 7.5 0.8
O -4.886 -1.157 -5.118 -1.0 1.0 -0.2
O -6.000 1.917 3.553 1.2 8.9 3.2
O -2.291 2.191 -1.454 -0.9 -2.5 1.4
O -0.727 -0.483 -5.321 0.2 0.9 -0.3
O -5.061 -1.010 -1.547 -1.0 -0.9 0.6
O -4.074 -0.482 5.285 0.1 -2.2 -1.6
O 3.069 -5.584 -1.134 -0.5 -3.7 0.4
O -1.087 3.234 -4.345 0.7 3.4 -2.2
O -2.789 -1.583 -4.660 3.0 0.4 1.4
O -2.257 1.650 -3.697 -3.8 -5.1 0.9
O 3.585 -3.958 -3.476 1.8 -3.0 -1.0
O -1.118 3.987 -1.577 -0.4 -1.4 -2.1
O 5.008 -0.559 2.214 -10.6 3.0 1.4
O 3.193 0.705 4.080 -1.3 1.7 1.6
O 0.959 2.820 4.045 7.6 3.5 -3.8
O 1.530 -2.878 -4.571 -0.4 -0.5 -0.2
O -2.748 -3.696 1.080 0.9 3.2 -1.8
O 1.533 -4.908 1.593 1.3 -0.4 -2.7
O -2.380 -2.099 -1.315 -1.6 2.1 -0.7
O -4.005 0.714 -2.298 0.3 5.6 -1.7
O 2.310 7.354 -1.749 -0.8 0.0 1.6
O 0.959 -3.855 4.024 0.8 -1.4 -3.2
O 3.722 4.400 -4.788 0.4 -0.5 -0.2
O -2.191 5.295 2.219 1.9 -0.6 9.2
O -0.631 -2.775 -5.060 -3.3 -1.9 -0.9
O 0.310 4.948 2.007 -2.2 0.6 -1.0
O -4.229 4.550 4.012 8.3 5.6 3.8
N 1.317 0.150 -0.218 -2.1 -4.1 0.7
C 2.064 2.415 -0.664 2.5 1.3 2.3
C 0.780 -1.144 -0.868 4.1 1.1 -3.9
C -1.687 3.057 -2.169 1.2 6.9 5.9
C -1.611 0.742 2.555 -1.1 -3.0 -1.2
C 0.198 0.676 0.602 -0.8 3.5 2.7
C -1.872 2.826 -3.549 4.6 -0.1 -2.6
C 1.974 -1.993 -1.226 0.1 0.0 3.9
C -0.664 -0.194 1.572 -2.4 0.5 -3.2
C -3.261 -1.624 -6.787 -5.1 5.2 -6.2
C 1.787 1.021 -1.279 -1.6 4.0 1.3
C 2.634 3.470 -1.626 0.6 1.7 0.9
C -2.740 -0.955 -1.751 -0.3 -10.3 4.0
C 2.727 -1.974 0.066 -1.9 -1.0 1.5
C -2.638 1.670 1.848 0.0 1.6 -0.8
C 0.426 -0.893 -4.931 4.8 6.6 3.0
C -3.764 -1.301 -5.476 -1.8 -2.6 2.3
C -4.063 -0.424 -1.846 -3.7 -4.1 1.1
C 2.334 -0.514 0.735 -2.2 -4.2 0.4
C 0.502 -2.299 -4.871 3.3 -2.4 1.0
B -1.531 -1.659 -5.473 -1.8 -0.7 0.5
B -2.604 1.128 -2.337 -1.2 -0.3 -2.1
H 3.598 3.243 -2.080 0.0 -0.1 0.0
H -4.860 4.058 3.768 -7.8 -6.1 -3.1
H 1.032 1.120 -2.057 -0.4 -0.3 0.2
H 1.742 2.209 3.870 -1.5 1.0 0.5
H 1.312 -4.131 3.061 -0.2 1.7 2.3
H 5.630 -4.810 0.576 3.6 0.1 -1.1
H 1.704 -2.966 -1.503 -0.7 -1.5 -0.4
H 2.614 0.631 -1.752 2.1 -1.0 -0.8
H 0.573 -1.199 -1.891 -2.8 2.2 -1.4
H -0.443 1.413 0.125 -0.1 -0.6 -1.2
H 6.080 -2.412 -4.741 -3.6 1.0 2.5
H -3.123 1.094 1.072 -0.3 -0.3 -0.3
H -0.981 -1.952 4.542 0.9 2.2 0.6
H -2.228 2.559 1.273 0.0 -1.0 0.9
H 3.017 -6.541 -1.550 0.2 3.4 1.0
H 1.277 3.091 -0.235 -0.3 -1.8 -0.1
H -3.668 -1.201 4.617 -1.3 2.0 2.3
H 0.327 2.367 4.393 -6.1 -4.6 3.5
H -3.599 2.766 6.243 1.3 -2.1 -2.5
H 0.698 -4.930 1.128 -1.0 0.0 0.3
H 3.811 -2.255 -0.115 -1.2 0.6 1.2
H -2.786 -3.061 2.976 -1.2 -1.6 -4.4
H 4.907 -1.371 2.541 -0.4 -5.1 1.9
H 2.105 -4.971 0.748 -0.4 0.1 2.1
H -2.362 -0.072 2.982 2.2 1.7 0.2
H -5.543 1.605 4.314 1.2 0.8 1.8
H 3.986 -4.663 -4.120 -1.0 2.1 1.9
H 2.815 2.212 0.258 -1.5 0.6 -1.9
H 3.161 -0.195 0.392 6.2 4.1 -0.8
H -0.035 -1.019 1.771 0.8 -0.6 2.5
H 1.611 6.788 -2.126 0.4 0.3 0.4
H -1.388 -0.857 0.971 0.3 1.4 0.3
H 2.555 -1.632 -1.985 1.0 1.5 -2.4
H 2.059 -2.683 0.647 1.9 0.2 0.0
H 3.550 0.200 3.384 1.0 -1.2 -0.9
H -2.046 -3.419 4.192 3.5 -6.0 3.5
H -3.482 -4.248 1.194 -1.8 -1.3 0.0
H 3.631 3.471 -5.044 0.1 0.2 0.1
H -3.003 5.000 2.729 1.4 0.1 1.0
H -3.706 4.003 4.652 -0.5 0.4 -1.1
H 0.119 -1.332 -0.174 -3.5 -2.9 2.6
H 0.384 4.359 2.738 0.7 -0.9 1.0
H 2.235 -0.668 1.869 -0.6 1.2 -2.1
H -3.018 -3.013 0.325 1.0 -1.9 1.6
H -0.732 5.012 1.981 2.8 0.0 0.0
H 5.785 -0.428 1.977 11.1 1.9 -3.3
H -3.500 1.330 5.425 0.3 0.8 0.2
H -0.936 1.275 3.192 -0.2 0.0 0.9
H -3.499 2.112 2.473 1.6 -1.0 -0.4
H 0.515 -4.710 4.045 -0.5 -0.1 1.1
H 0.374 -1.477 4.649 6.1 -2.0 -1.4
H -2.619 5.315 1.504 -4.4 0.7 -10.2
H 1.880 3.504 -2.395 -0.1 0.5 -0.7
H 0.648 1.436 1.299 0.3 -0.8 -0.4
H 4.609 -2.527 -3.747 0.9 -0.7 -0.9
H 2.717 -3.806 -3.857 -0.9 0.6 -0.5
H 3.085 -4.910 -1.799 0.1 0.5 -1.6
H 3.079 0.236 4.918 0.2 -0.2 -0.7
H -4.910 -0.848 5.666 1.2 0.2 -0.7
H 2.729 4.588 -1.147 -0.4 -3.0 -1.0
H 2.051 7.472 -0.782 0.4 -0.4 -2.0
H 2.818 4.669 -4.648 -0.5 0.3 0.1
H -6.120 1.138 3.281 -2.3 -9.6 -5.1
H 4.242 -5.069 0.026 0.7 0.1 1.0
```
Positions in Å, forces in eV/Å.